A cluster of 3 separate species, C37H54FO13PS2 in total, computed with ωB97M-V/def2-TZVPD.

Geometry as XYZ:
```
108
Properties=species:S:1:pos:R:3:forces:R:3
H -3.343288 -3.948007 1.574110 2.580 -1.005 -0.889
C -2.332069 -4.406035 1.157768 3.800 -1.986 -1.620
H -0.586501 -6.987085 -2.785247 -1.277 -0.943 1.792
C 3.290947 3.396093 -4.736568 0.510 -0.717 0.704
H 1.357265 -6.311967 -0.581974 -2.336 1.269 1.285
H -4.443862 -6.990115 -1.962071 1.803 -0.496 -1.964
H 3.106400 6.450702 0.014185 -0.172 0.177 0.001
C 2.140780 2.776704 0.242314 -1.591 -0.185 -0.028
H -2.914205 -8.612689 -1.058069 0.964 0.743 -2.072
H 4.023708 3.024146 1.659650 -2.758 -0.055 -0.056
O 4.006011 7.429801 4.303539 -1.556 -1.288 -0.391
H 2.662102 2.606796 4.006743 -0.742 -0.602 -2.213
H 2.647346 4.293058 1.872093 0.461 -2.829 -0.490
C 2.835222 3.129224 1.684119 0.934 1.170 0.442
H -0.211124 0.440328 3.280475 2.015 -1.431 -0.802
H -7.449706 -2.271532 0.342348 2.577 -0.258 -0.607
H -2.923645 -0.062944 -1.291358 0.049 -2.378 1.159
H -2.312705 -9.232086 -2.736074 -0.148 2.331 1.304
C -0.843071 -3.928042 1.647966 -0.814 -1.836 -1.820
H 2.731142 0.566986 -2.139095 2.000 0.681 0.525
H -3.499911 -5.932934 -0.309144 2.394 0.629 0.583
C -5.764431 -3.229687 -2.360357 -0.055 -1.118 0.164
H -0.322023 -8.297512 -1.462298 -1.634 1.873 -0.713
H 1.814724 1.662154 0.101104 0.708 1.993 0.433
C -5.871389 -3.647696 -0.767895 -0.924 0.089 -0.026
H -4.340904 -8.150467 -3.439587 1.373 1.620 1.502
H 5.615987 0.349478 -3.028328 -1.499 -1.313 1.396
O -1.572082 -2.530288 3.763261 5.394 -0.924 -6.392
C 0.671493 -1.761708 2.583893 2.716 1.460 -0.549
H -3.881702 -1.654244 1.430277 -0.231 1.291 -1.817
O 2.217153 4.149418 -2.460439 1.774 -3.435 0.968
C 0.525653 -4.648927 1.032974 -3.060 -0.411 -0.983
O 3.120056 9.751042 0.080769 -1.194 -0.008 -0.157
H 4.492332 -1.232970 -2.664806 0.917 2.337 0.690
C -5.534188 -0.978016 -0.121693 -0.377 0.486 1.605
C 4.953156 -0.224526 -2.243103 -0.031 0.094 0.334
H 4.708391 8.554418 -0.522283 -0.275 0.184 0.042
O 0.802933 9.964318 -0.816470 0.770 -0.287 1.615
H 1.733152 2.192478 -3.389133 0.901 2.305 -0.449
C -2.421830 -5.607232 0.006199 3.170 1.009 1.008
H -3.155249 -4.342843 -2.368947 -1.289 -0.894 -1.556
H 0.704383 5.352027 5.888875 0.056 0.023 0.085
O 1.732912 7.001660 5.235901 1.031 -0.273 -0.448
C 2.829209 7.452781 -0.321630 0.637 -0.128 -0.533
H 2.664258 4.330204 6.936721 0.084 0.070 -0.313
H -3.422048 -3.959921 -4.195395 -0.616 -1.424 1.939
H -5.893487 -4.584209 -4.284318 1.413 0.014 2.241
H 3.695134 0.570403 -0.516162 0.112 0.726 -2.415
S 2.930857 6.463343 4.269959 0.291 0.583 -0.134
H -3.831453 -6.377236 -4.865477 1.388 0.316 2.152
H 4.123744 4.149781 -4.370560 -1.869 -1.509 -0.641
C 2.798946 5.310836 6.474128 -0.049 0.420 0.659
P 3.204754 3.381140 -1.249258 4.050 4.984 1.903
H 3.481668 5.910572 7.085306 -0.115 -0.068 0.011
H 4.148997 8.343451 1.160355 -0.006 -0.045 -0.094
C -3.729135 -4.709775 -3.319722 0.187 0.035 -1.709
O 4.270079 2.172384 -1.906062 -3.612 0.626 1.178
C 3.829828 8.514408 0.127180 0.270 -0.749 0.341
C 2.125003 0.686863 2.694658 0.546 -2.353 -0.288
H -5.898124 -2.717978 1.317501 -0.862 0.762 -2.232
C 1.474824 6.037934 6.255615 -0.228 -0.597 0.220
C -1.112415 -6.316834 -0.671002 0.562 3.075 3.123
S 1.532882 9.476528 0.332602 -0.083 -0.161 -0.096
H 2.954717 3.701667 -5.819827 0.486 -0.654 2.289
H -3.201670 -2.005564 -1.323065 0.816 1.959 1.248
C -2.502622 -8.238533 -2.103079 -0.215 -0.380 0.344
H -3.902874 0.185166 0.969579 -0.032 -2.230 -0.695
H 1.134127 3.415988 0.182200 2.184 -1.341 -0.097
C 2.032010 -2.499436 2.039078 0.178 2.627 0.559
H 1.119437 6.530516 7.164646 0.124 0.114 -0.291
C 2.174565 2.335055 2.975297 -1.360 -0.948 -1.417
H -4.957892 -2.414041 -2.593193 -1.618 -1.484 0.589
O 4.152567 4.537725 -0.646575 -3.502 -4.158 -2.357
C 3.450700 -1.697815 1.859919 -2.895 2.390 1.283
H -6.159411 -0.130878 0.440247 1.231 -1.840 -1.265
C -4.007796 -0.907114 0.538928 -0.328 0.993 -0.975
C -3.691512 -7.373653 -2.806031 -0.538 -0.969 -0.423
C 2.038782 3.307824 -3.656106 -1.349 0.193 -2.302
H 3.777944 2.321361 -4.751397 -0.821 2.261 -0.217
C -6.269522 -2.401217 0.228887 0.304 -0.219 0.589
H 1.026300 2.660891 2.991964 2.457 -0.709 0.208
C 0.726551 -0.156616 2.911954 3.552 -1.995 -1.424
C -2.903185 -1.074267 -0.661735 0.059 0.192 0.582
O 1.210169 9.854793 1.688763 0.080 -0.356 -1.734
H 1.093218 3.754906 -4.231509 1.969 -0.899 1.543
C 0.382031 -5.814832 -0.112147 -2.577 1.727 1.551
H -2.091768 -6.231600 -4.161991 -2.111 0.055 0.912
C 3.500946 -0.084956 2.189157 -2.778 -2.540 0.206
C -5.374676 -4.599424 -3.209251 -0.223 0.502 0.296
H -6.824129 -2.848788 -2.678751 2.033 -0.582 0.525
H -5.539409 -0.679222 -1.253609 0.102 -0.807 2.139
O 2.958656 -4.961476 1.854384 -5.697 5.509 -1.271
H 5.661392 -0.540730 -1.360296 -1.409 0.777 -1.677
O 2.347581 5.977161 3.041212 0.916 0.773 1.462
H -5.877304 -5.491010 -2.631831 1.185 1.561 -1.128
C 1.960044 -4.096163 1.663273 2.762 -3.485 0.368
O 1.584124 7.848378 0.249372 -0.137 1.336 0.576
H -6.767023 -4.430864 -0.697017 1.971 1.549 -0.166
C -3.219320 -6.211024 -3.853687 -1.658 0.689 -0.214
H -4.917998 -4.203765 -0.355533 -1.694 1.264 -1.064
F 4.804767 0.600004 2.005574 -4.127 -1.936 0.606
H 2.716399 7.453050 -1.410944 0.102 -0.054 0.085
H 4.439673 -2.215613 1.505238 -2.297 0.963 0.778
C -0.689547 -2.715716 2.766235 -2.617 0.388 3.145
O 3.371665 5.180004 5.175030 -0.599 0.446 -0.797
H -1.802183 -1.215255 -0.226365 -2.385 0.226 -1.007
C 3.781681 0.804089 -1.679767 0.740 -2.302 0.880
C -1.093086 -7.464964 -1.835293 0.681 -0.273 0.853
```
Forces are in eV/Å.

Values from the calculation:
DFT total energy: -3657.018335 hartree
HOMO-LUMO gap: 7.18 eV

Atomic partial charges in e from the Löwdin method, atoms 1 to 8:
1. H 0.0970
2. C 0.0246
3. H 0.1132
4. C -0.0993
5. H 0.1164
6. H 0.0962
7. H 0.0970
8. C -0.2201

=====

A structure of composition C37H55F6P3SiTl, computed with ωB97M-V/def2-TZVPD.

Geometry as XYZ:
```
103
Properties=species:S:1:pos:R:3:forces:R:3
C 10.188942 10.657396 8.120497 0.978 0.415 0.870
H 8.735087 16.671919 9.612563 -0.056 -0.365 0.575
H 7.722391 11.132368 7.202144 -0.244 0.816 -0.093
H 9.601890 7.512781 15.800693 0.103 0.027 -0.182
C 8.351632 16.140691 10.512268 -0.006 -1.232 -1.148
C 6.288984 14.964608 11.452705 0.536 -0.837 -1.104
P 12.603708 12.822973 17.032067 -0.213 0.129 -1.343
H 11.479486 15.185124 6.224506 -0.044 -0.374 0.875
C 9.479623 9.964333 6.962373 0.653 -0.703 -0.278
H 7.987680 9.418147 10.495906 -0.048 -0.065 0.150
H 6.736411 13.172383 12.641799 0.047 0.064 -0.619
C 11.678147 14.614001 9.599122 0.886 -0.364 -0.873
H 5.228999 14.770359 11.238571 0.279 -0.267 0.180
C 9.602548 7.372199 13.638607 0.761 0.084 -0.312
H 14.021222 19.006229 11.287526 0.635 -0.234 0.090
H 9.783186 6.322272 13.730271 0.127 -0.863 -0.282
H 9.847500 11.703820 8.173384 0.112 -0.124 0.099
H 9.541838 7.834528 11.506260 0.289 -0.059 0.287
H 14.448671 7.194968 10.085515 -0.225 0.112 -0.041
H 12.451872 20.430901 12.281611 0.524 0.699 0.357
C 8.279015 9.977698 9.608701 0.353 -0.164 -0.294
H 9.833626 10.361564 6.013294 -0.043 0.265 -0.104
C 14.872406 10.516268 10.589800 0.901 1.141 -0.623
H 13.423474 16.830695 11.992668 -0.554 -0.060 -0.381
C 9.191384 14.889139 10.879877 0.033 -0.084 1.070
H 16.207854 8.851894 10.393656 -0.169 0.216 -0.180
F 11.367731 13.884293 16.580186 1.013 -0.518 0.742
H 10.506015 10.045853 15.592179 -0.085 -0.223 -0.417
C 12.849162 8.663429 10.403195 0.089 -0.521 -0.689
H 7.105211 12.980993 10.866557 0.207 0.801 0.984
H 10.940396 19.334481 13.816963 0.393 -0.806 -0.488
H 9.094992 14.238573 10.000677 0.246 -0.165 0.233
H 12.047835 7.938715 10.222046 0.291 0.232 0.235
H 10.184363 8.904830 9.400831 -0.317 -0.293 -0.494
F 13.512119 13.440129 15.652545 -0.507 -0.711 1.450
H 11.607777 9.497208 13.043596 -0.292 -0.166 -0.557
H 6.327842 15.615820 12.325338 0.045 0.193 -0.004
C 13.019630 18.697440 11.053053 -1.741 1.147 -0.856
H 10.840150 16.633851 13.490757 -0.120 0.473 -0.049
H 9.936325 11.202930 13.654689 -0.107 -0.479 -0.219
H 7.875065 11.004650 9.745976 0.637 -0.333 0.013
C 12.786681 17.188128 11.145000 0.285 -0.002 1.497
H 7.411174 9.700155 6.238261 0.122 -0.010 -0.085
F 11.733103 12.207785 18.218122 0.204 0.703 -0.438
H 6.358181 16.541167 9.947250 -0.300 0.111 0.125
H 11.162773 7.356875 12.088516 -0.394 0.298 0.086
H 11.122777 19.759406 11.406118 0.489 -0.160 0.240
F 13.291004 14.000213 17.906764 -0.621 -1.257 -0.449
C 15.167576 9.178166 10.415288 0.729 -0.636 -0.212
C 13.263981 13.208784 8.343554 -0.421 1.258 0.193
H 8.542375 7.467259 13.475588 -0.623 0.242 0.520
H 12.434557 18.432409 13.823648 -0.080 -0.363 -0.210
C 7.533995 9.384589 8.371241 0.169 0.311 0.992
C 7.143745 13.694228 11.748810 -1.259 -0.037 0.445
H 9.852064 8.905343 6.963091 -0.712 0.572 -0.041
H 14.073104 12.497788 8.282472 0.023 -0.261 0.244
F 13.765061 11.742319 17.307235 -0.527 0.945 -0.439
P 10.828656 10.503736 11.033543 -0.460 1.059 -0.331
C 9.842825 9.940386 9.437419 -0.665 -0.012 1.257
C 8.559856 14.133411 12.097689 0.089 -0.250 -0.833
C 12.522287 9.986140 10.689719 1.708 0.785 -0.791
C 12.037591 19.496537 11.986657 -0.801 -1.258 -1.131
F 11.841958 11.771141 15.903112 1.102 0.719 1.017
H 8.633772 10.075195 13.213575 0.317 0.097 0.095
H 6.858506 15.039725 9.281644 0.226 -0.049 0.893
C 10.257817 7.937589 12.342344 0.011 -0.295 0.501
H 13.157347 16.669089 10.277721 0.106 -0.105 -0.467
H 15.097752 12.966335 12.780354 0.311 -0.851 0.792
H 8.808347 9.670506 15.569948 0.867 -0.087 -1.000
H 12.807161 19.065303 10.007712 0.354 -0.461 0.842
H 10.427004 15.914538 8.294431 -0.234 0.096 0.463
H 11.300900 10.703847 8.016727 -0.757 -0.143 -0.240
C 14.182102 8.234264 10.251639 -0.846 0.385 0.623
P 11.049680 14.982722 11.250989 -1.270 1.600 -1.035
C 11.290743 16.840154 11.405135 1.245 0.072 -0.494
C 14.799271 13.439872 11.879062 -0.450 1.572 -0.023
H 15.569460 13.297039 11.116405 -0.053 0.159 0.029
H 6.472437 9.521068 8.565476 -0.223 -0.057 -0.093
C 10.782466 17.431803 12.721583 0.193 -0.879 0.636
H 11.179861 7.906472 15.123352 -0.535 -0.344 -0.468
C 10.086746 8.003292 14.948807 0.081 0.789 -0.049
C 12.827595 13.799889 7.150412 -0.358 -0.338 1.180
C 13.577011 10.991702 10.725708 -1.713 -1.008 0.827
C 6.917069 15.645450 10.219654 -0.174 0.836 -0.331
H 15.728991 11.210859 10.448769 -0.681 -0.373 0.664
C 9.766346 9.516614 14.972415 -0.820 -0.108 1.752
H 9.719761 17.658873 12.591912 0.155 0.142 0.209
H 10.739100 17.337429 10.620238 -0.245 -0.055 -0.580
H 7.709419 8.308072 8.317847 0.109 -0.019 -0.127
C 10.611868 9.406771 12.553262 -0.202 1.106 0.602
C 11.191228 15.162656 8.394438 1.225 -1.034 -0.633
C 12.733748 13.649896 9.584249 -1.064 0.128 -0.535
Si 13.149485 12.816227 11.237875 0.869 -1.271 -1.178
H 9.142822 13.212209 12.295833 -0.010 0.490 0.044
H 14.748410 14.511304 12.175474 0.079 -0.410 -0.525
C 11.770011 14.721127 7.193120 0.357 0.593 -0.805
H 8.545920 14.767020 13.016719 0.093 -0.345 -0.577
H 8.250195 16.856107 11.297750 0.283 0.500 0.743
C 9.674735 10.127658 13.588346 -0.400 0.040 -0.890
Tl 11.778358 13.746884 13.921208 -0.292 -0.408 0.147
C 11.578074 18.659803 13.178104 -0.494 1.324 0.686
H 13.314026 13.478183 6.236446 -0.283 0.242 -0.137
C 7.954421 10.092164 7.098272 0.799 -1.091 0.219
```
Forces are in eV/Å.

Values from the calculation:
multiplicity: 2
<S²>: 0.753
DFT total energy: -3528.285639 hartree
HOMO-LUMO gap (spin up / spin down): 7.25 / 6.76 eV

Atomic partial charges in e from the Löwdin method, atoms 1 to 8:
1. C -0.2202
2. H 0.1078
3. H 0.1007
4. H 0.1058
5. C -0.1964
6. C -0.1856
7. P 0.3126
8. H 0.1119